Record 1
Computed, not measured: 3 unconnected molecules or ions with the total composition C32H49BrClN2O9PS in a non-equilibrium geometry, with wB97M-V/def2-TZVPD.

XYZ file:
```
96
Properties=species:S:1:pos:R:3:forces:R:3
C -5.75379 0.62265 -0.68576 -0.282 0.191 0.103
C -4.66720 -0.51176 -0.67434 -0.719 0.655 0.868
O -4.28659 -0.93202 -2.00448 -0.379 -0.889 0.883
C -4.06782 -2.35814 -1.97852 0.595 -0.603 -0.103
C -3.13302 -2.80925 -3.19532 0.335 1.186 1.398
C -1.65553 -2.71023 -2.67952 2.169 0.376 -0.418
C -1.13190 -3.48901 -1.53121 0.894 1.405 -1.291
C 0.25666 -3.32670 -1.06885 -1.423 1.565 -2.482
O 0.69247 -4.13453 0.03130 0.395 2.407 1.288
C 0.95518 -3.32262 1.09868 -0.653 -1.605 -2.163
N 1.07316 -2.64621 2.01923 0.254 0.062 0.139
C 1.16274 -2.36885 -1.73934 -2.822 -0.736 -0.507
C 0.60630 -1.61913 -2.89518 -0.165 -0.861 1.468
C -0.76580 -1.76560 -3.38262 1.224 -1.318 2.143
S 1.78162 -0.43646 -3.66654 -0.308 -0.137 1.166
C 2.62035 0.22504 -2.17100 0.220 -0.607 1.470
C 2.96643 1.63799 -2.05664 0.444 -1.576 1.864
C 3.60756 2.12553 -0.80631 -0.672 -1.995 -1.192
C 3.90858 3.65666 -0.73351 -0.675 -0.075 0.098
C 5.27514 4.09222 -1.39535 -0.527 -0.600 -0.304
C 5.11048 4.10401 -2.96107 -0.281 -0.014 -0.003
Br 5.71447 5.93114 -0.74006 -0.207 -0.721 -0.339
C 3.87947 1.14496 0.27200 -0.839 0.372 -1.907
P 4.65909 1.67405 1.91099 -0.506 -1.364 0.721
O 3.77944 2.99725 2.50828 0.374 -0.743 -1.330
Cl 6.60217 2.29046 1.33499 -0.977 0.473 -0.051
C 3.52199 -0.28691 0.12418 -0.707 0.764 -1.656
C 2.87531 -0.78946 -1.10649 1.153 3.419 0.607
N 2.52486 -2.20005 -1.25721 -0.698 0.946 -0.780
H -5.54007 1.44518 -1.42687 -0.152 -1.048 0.585
H -5.82873 1.14143 0.31824 0.322 -0.761 -0.956
H -6.78088 0.18951 -0.86667 1.133 0.491 -0.117
H -5.11712 -1.37755 -0.09756 0.546 0.834 -0.663
H -3.77441 -0.15107 -0.08126 -0.635 -0.466 -0.813
H -5.01920 -2.95724 -2.00754 0.527 0.817 0.045
H -3.55466 -2.57067 -0.99068 -0.473 -0.160 -1.164
H -3.26854 -2.02596 -3.99301 0.109 -0.954 0.654
H -3.41243 -3.81439 -3.59829 0.319 0.809 0.511
H -1.86000 -4.18803 -1.04979 1.090 0.598 -0.229
H -1.07385 -1.15205 -4.26547 0.097 -0.721 1.033
H 2.73268 2.32956 -2.91054 0.219 -0.755 1.107
H 3.78377 4.01586 0.32564 0.531 -0.372 -1.066
H 3.08587 4.16882 -1.32196 0.874 -0.458 0.689
H 6.11968 3.44994 -1.03360 -0.819 0.721 -0.471
H 4.10138 4.55393 -3.21075 1.212 -0.214 0.254
H 5.92086 4.68329 -3.48617 -0.814 -0.668 0.632
H 5.06711 3.05308 -3.38067 0.291 1.047 0.628
H 2.82668 2.82515 2.35230 0.612 0.182 0.021
H 3.70921 -1.04326 0.93509 -0.151 1.062 -0.799
H 3.13525 -2.63441 -1.95983 -0.010 0.215 0.373
C -0.79206 9.13310 -0.38331 -0.001 0.030 -0.240
O -0.59793 8.49328 -1.62818 0.062 -0.214 0.315
C 0.77098 8.38985 -1.99376 -0.316 -0.055 -0.255
C 1.02191 7.12158 -2.79495 0.220 0.004 0.040
O 1.01909 5.92509 -2.01291 -0.170 0.113 -0.075
C -0.23855 5.51412 -1.47808 0.092 -0.216 0.013
C -1.22135 5.00159 -2.52015 -0.154 0.393 0.152
O -1.76914 6.07538 -3.27327 0.289 -0.063 -0.213
C -2.00281 5.73858 -4.62541 -0.061 0.142 0.210
H -0.57653 10.20386 -0.46698 0.042 0.014 0.171
H -1.83352 9.00234 -0.09137 -0.008 0.020 -0.120
H -0.16097 8.68431 0.39185 0.046 0.081 0.016
H 1.41559 8.38757 -1.10710 -0.020 -0.020 -0.008
H 1.01548 9.26411 -2.61014 0.257 -0.046 -0.001
H 2.02926 7.18902 -3.21791 0.002 -0.036 0.170
H 0.33884 7.03600 -3.64038 -0.183 0.120 0.131
H -0.67588 6.29641 -0.85764 -0.141 0.080 -0.204
H -0.00663 4.68234 -0.80598 0.072 -0.040 -0.113
H -2.05261 4.49310 -2.01780 0.115 -0.209 0.093
H -0.71120 4.28502 -3.17432 0.016 0.020 0.001
H -1.10134 5.31661 -5.08365 -0.051 -0.104 -0.032
H -2.25710 6.65351 -5.16125 -0.059 -0.020 0.105
H -2.83490 5.03267 -4.70759 0.039 -0.094 -0.148
C -2.34842 -9.64342 5.67057 -0.112 0.230 -0.014
O -2.18301 -8.24899 5.51719 0.316 -0.228 0.014
C -1.80362 -7.59711 6.72127 -0.142 0.210 -0.344
C -0.90596 -6.40360 6.43072 0.076 0.002 0.157
O 0.42778 -6.74829 6.06338 -0.183 -0.069 -0.114
C 0.61048 -7.36787 4.79191 0.186 0.085 0.009
C 0.38382 -6.43908 3.60868 -0.303 -0.253 0.018
O -1.00353 -6.19514 3.41294 0.008 0.219 0.205
C -1.27276 -4.88280 2.96415 -0.123 -0.263 0.149
H -3.25259 -9.85897 6.25058 0.060 -0.156 0.060
H -2.44810 -10.08611 4.68005 -0.062 0.100 -0.009
H -1.47567 -10.09136 6.15868 -0.050 -0.033 0.070
H -1.27797 -8.28633 7.39244 0.007 -0.002 -0.034
H -2.72152 -7.25110 7.21339 0.112 0.063 0.219
H -0.80972 -5.82725 7.35620 0.079 -0.128 -0.007
H -1.35308 -5.73360 5.69577 -0.125 -0.186 -0.109
H 0.01929 -8.28042 4.71052 -0.190 0.125 -0.127
H 1.65919 -7.67785 4.77168 0.004 0.135 0.052
H 0.76788 -6.91096 2.69628 0.242 -0.005 0.036
H 0.92585 -5.50164 3.77775 -0.026 -0.003 0.021
H -0.79960 -4.14259 3.61721 0.079 0.061 -0.146
H -2.35192 -4.72720 3.00358 0.022 -0.121 -0.054
H -0.92986 -4.75394 1.93439 -0.014 0.140 -0.003
```
Forces are in eV/Å.

Gap between HOMO and LUMO: 8.6 eV
E: -158068.13656 eV



Record 2
Computed, not measured: 3 unconnected molecules or ions with the total composition C32H49BrN6O12P2S3 in a non-equilibrium geometry, with wB97M-V/def2-TZVPD.

XYZ file:
```
105
Properties=species:S:1:pos:R:3:forces:R:3
C 1.66958 4.46214 -1.54003 1.317 0.359 0.276
C 2.59617 3.62872 -0.56462 -0.406 -0.317 0.348
C 2.06044 3.52882 0.93932 -0.732 -1.005 -0.471
C 1.01198 2.33119 1.07506 0.303 1.317 0.123
O 1.74290 1.15046 1.54350 -0.535 -1.138 -2.373
C 1.66226 0.16428 0.56066 -0.575 -1.399 -0.579
N 0.47022 -0.41224 0.29750 3.007 0.149 -0.714
C 0.53700 -1.40803 -0.67709 -0.497 -0.606 -0.567
C -0.74969 -2.13374 -0.99579 0.657 -1.833 -1.723
C -2.13436 -1.81465 -0.34437 0.195 -0.615 0.017
C -2.11735 -1.68530 1.22849 0.030 1.413 0.386
C -3.55048 -1.73322 1.91684 -0.692 -0.135 -0.139
C -4.76789 -1.44150 0.94562 0.065 0.240 1.131
C -4.80607 0.01930 0.33696 -0.858 -0.742 -1.251
C -6.28483 0.62141 0.32205 0.852 0.499 -0.828
C -7.25752 -0.22896 -0.60276 -0.144 -0.460 0.457
S -8.32538 0.97871 -1.51402 -1.134 0.185 -0.249
C -9.98353 0.29081 -1.67081 -2.068 -3.007 0.680
N -10.42062 -0.96150 -1.33540 1.892 2.749 -0.555
N -11.74512 -1.02890 -1.58450 -1.503 2.738 -1.227
C -12.15052 0.16493 -2.07931 1.771 -3.135 1.472
O -11.06780 1.01380 -2.14721 0.341 -0.001 0.133
C -0.73361 -3.22011 -1.98988 2.382 1.751 0.586
O -1.89798 -3.95852 -2.33954 1.146 1.309 0.055
N -2.06744 -5.10409 -1.58867 0.310 -0.557 1.056
O -1.29698 -5.20914 -0.70200 -0.561 -0.268 -0.476
C 0.53229 -3.58509 -2.71276 0.362 2.305 1.949
Br 0.52876 -5.02120 -4.02729 -0.328 1.098 1.037
C 1.74467 -2.83236 -2.40144 -1.775 -0.779 -0.691
P 3.33585 -3.22096 -3.32217 1.315 0.387 1.330
P 3.25288 -1.78510 -4.99752 -3.051 2.017 -1.411
O 1.84483 -1.23003 -5.06832 1.741 -0.616 0.230
O 3.58591 -2.49826 -6.46358 0.260 1.033 1.712
O 4.25869 -0.47598 -4.71320 -0.402 -1.966 -0.310
C 1.79960 -1.73432 -1.36105 -1.391 -2.289 -1.748
N 3.04377 -1.13878 -1.15770 -3.437 1.601 2.707
C 2.91859 -0.21384 -0.17214 1.395 0.773 0.351
C 4.24364 0.54305 0.24686 -0.093 -0.946 -0.446
C 5.34730 0.44446 -0.90603 -0.818 -0.151 0.933
C 6.22935 -0.84738 -0.75341 1.149 -1.045 -0.751
N 5.85429 -1.93650 0.12745 -0.484 1.016 -0.644
O 7.27478 -0.99022 -1.37286 -0.965 1.023 0.646
H 0.77447 3.90043 -1.91166 0.702 0.567 0.597
H 1.41143 5.42414 -1.01032 -0.089 -0.947 -0.755
H 2.30492 4.72483 -2.44092 -0.884 -0.221 0.833
H 2.66714 2.58232 -0.99835 0.112 1.042 0.588
H 3.64974 4.04113 -0.52119 -1.241 -0.316 -0.239
H 1.51844 4.45397 1.29140 1.013 -0.730 -0.497
H 2.93260 3.27476 1.60926 -1.097 0.565 -0.475
H 0.20094 2.53896 1.82094 0.803 -0.145 -0.640
H 0.54154 2.13301 0.07349 0.336 0.076 1.024
H -2.54988 -0.90348 -0.87098 0.510 -0.823 0.841
H -2.84931 -2.65409 -0.59880 0.984 0.890 0.051
H -1.70010 -0.65895 1.46311 -0.316 -1.255 -0.282
H -1.39611 -2.40633 1.72051 -0.935 0.560 -0.720
H -3.57682 -0.95398 2.74105 0.101 -0.889 -0.868
H -3.75420 -2.72581 2.43258 0.284 1.640 -1.181
H -4.79608 -2.26306 0.18097 -0.147 0.983 0.420
H -5.70799 -1.55826 1.57263 1.025 -0.001 -0.668
H -4.06777 0.73574 0.78300 -0.758 -0.729 -0.068
H -4.52918 -0.07517 -0.76141 -0.172 0.317 1.173
H -6.68754 0.78578 1.35647 0.225 -0.337 -0.987
H -6.18431 1.64380 -0.16302 -0.192 -1.007 0.670
H -7.93922 -0.90554 -0.02500 0.746 0.493 -0.570
H -6.68438 -0.81375 -1.38049 -0.641 0.591 0.958
H -13.21819 0.35476 -2.34991 1.598 0.485 0.101
H 3.27485 -4.50106 -3.93666 -0.671 0.643 -0.119
H 2.93862 -2.08659 -7.07854 0.381 -0.247 0.425
H 3.70800 0.26385 -4.39522 -0.020 -0.523 -0.285
H 4.65848 0.00951 1.15793 -0.539 0.576 -0.960
H 4.05068 1.59554 0.57118 0.002 -0.985 -0.518
H 4.88653 0.43277 -1.93639 0.456 -0.152 1.119
H 5.95250 1.38737 -0.84602 -0.052 -1.216 -0.077
H 6.63097 -2.59675 0.18602 -0.262 0.349 -0.341
H 5.01799 -2.41756 -0.21971 0.170 0.395 0.347
O 2.73596 7.87454 0.36673 -0.091 -0.234 0.170
S 3.86474 7.12513 0.86147 0.219 -0.088 -0.044
O 3.71330 6.02569 1.78384 -0.274 0.186 -0.055
C 4.83559 6.57669 -0.53458 0.281 0.022 -0.379
C 5.81183 7.71990 -0.78711 0.006 0.116 -0.057
C 6.30354 8.16267 0.59243 0.152 -0.037 0.006
C 5.07555 8.28239 1.50038 0.415 0.296 0.183
H 4.18429 6.37371 -1.38361 -0.120 -0.027 0.154
H 5.36100 5.66745 -0.23718 -0.059 0.042 0.039
H 6.63564 7.40743 -1.43015 -0.063 0.016 0.018
H 5.29571 8.55036 -1.27748 0.004 -0.080 -0.017
H 6.98683 7.40925 0.99468 -0.048 0.035 -0.024
H 6.84957 9.10584 0.54276 -0.039 -0.059 0.032
H 5.31118 8.02358 2.53175 -0.213 -0.016 -0.034
H 4.64167 9.28156 1.45767 -0.111 -0.124 -0.019
O -2.77352 -3.66693 3.65845 0.402 -0.545 0.893
S -2.32292 -4.68592 4.58141 0.046 -0.354 0.275
O -2.49767 -4.56020 6.00702 -0.114 0.321 -0.198
C -2.98131 -6.25932 4.05245 -0.091 -0.372 -0.266
C -1.93696 -6.79771 3.08108 0.057 0.048 -0.125
C -0.57913 -6.50817 3.72752 0.042 -0.160 0.002
C -0.60699 -5.05993 4.22474 0.498 -0.145 -0.138
H -3.96001 -6.11742 3.59657 0.018 0.142 0.121
H -3.06579 -6.89752 4.93350 -0.006 0.118 0.014
H -2.07710 -7.86284 2.89271 -0.013 0.068 -0.002
H -2.00952 -6.27248 2.12399 -0.032 -0.047 0.036
H -0.42682 -7.18488 4.57322 -0.021 0.046 -0.040
H 0.24305 -6.66826 3.02844 -0.040 0.027 0.054
H -0.01550 -4.93259 5.13029 -0.152 0.167 -0.016
H -0.26357 -4.36647 3.45623 -0.126 0.038 0.062
```
Forces are in eV/Å.

Gap between HOMO and LUMO: 7.6 eV
E: -188608.72250 eV